1.
Entry from OMol25: C35H40NO5Pb as an isolated structure at a distorted geometry (ωB97M-V/def2-TZVPD).

Summary:
Total charge: -1
HOMO energy (spin up / spin down): -3.22 / -3.22 eV
Energy relative to the best compared isomer or geometry (same formula, charge and spin): 130.9 kcal/mol
F_max: 0.057 Eh/bohr

Geometry as XYZ:
```
82
Properties=species:S:1:pos:R:3:forces:R:3:mulliken_charge:R:1
H 0.2432 5.8141 3.3467 0.024 0.524 -0.157 0.36
H 1.0154 -2.2676 -8.5102 -0.234 -0.230 0.245 0.15
C -1.4166 1.7803 4.3653 0.824 -0.439 0.383 0.18
H 0.1453 -2.8332 -7.0105 -0.049 0.163 -0.591 0.24
Pb -0.1481 0.3363 0.1716 0.075 0.168 0.551 1.28
H 2.4849 -1.2172 -1.5705 -0.204 0.235 0.295 0.48
C 2.2249 -0.9628 0.6541 0.786 1.423 -0.170 -0.65
C -2.3357 -0.8991 0.3701 0.100 -1.404 0.848 -1.40
C -0.1524 -0.2018 -6.3330 0.258 -0.331 -0.759 2.68
H 3.1182 0.7819 -9.0826 0.131 -0.078 0.105 0.26
C -0.4203 1.0910 3.6486 -0.342 0.810 -2.797 0.05
H -2.9667 2.9171 -2.3192 0.026 -0.021 -0.217 0.36
O 2.1471 -0.9141 -5.9702 -0.460 0.412 -0.276 -0.58
C 2.3209 -0.5541 -0.7184 0.518 0.875 0.410 -0.55
H 2.3135 1.5230 -1.6688 -0.126 -0.412 0.349 0.58
O -0.9140 -1.5091 -8.3307 -0.167 -0.096 0.243 -0.39
O 1.6590 0.2403 -7.8240 -0.126 0.261 0.131 -0.27
H -1.9720 -0.7353 -3.5556 0.779 0.201 -0.160 0.94
H -3.1775 -0.2430 0.0838 0.553 -0.616 0.124 0.51
H 0.5306 3.3908 3.7049 -0.033 0.513 -0.315 0.48
C -0.0456 -0.3675 5.5197 -0.414 0.378 0.014 -1.22
H -2.3595 2.0661 6.1747 -0.357 -0.094 0.770 0.37
H -1.2830 2.6035 -0.1774 0.075 0.443 0.719 0.24
O -1.7931 0.4969 -7.9237 -0.520 -0.434 -0.455 -0.59
N -0.3310 1.5137 2.2804 -0.225 1.128 0.577 0.53
C 2.2373 0.8865 -0.7782 1.214 -0.554 1.005 -0.48
C -1.5821 2.2156 -3.7804 0.826 -1.933 1.086 0.59
H -1.9118 2.5956 3.8238 0.012 -0.408 0.614 0.41
H 0.9382 -0.6871 3.6238 -0.645 0.689 0.479 0.30
H 3.4350 -0.7718 -8.2297 -0.010 0.261 0.074 0.33
C -1.7386 -0.9455 1.6932 -0.338 -1.242 -0.582 -0.59
C -0.4472 3.0585 -3.3796 0.041 0.774 0.206 -0.74
C -1.0819 4.6731 0.3914 0.464 0.302 0.618 -0.54
H -1.5235 5.0558 -0.5341 0.151 -0.232 0.208 0.35
C -1.6408 1.4440 5.6813 -0.017 0.217 -0.601 -0.67
H 3.6235 0.7886 -7.3545 -0.155 -0.219 -0.191 0.31
C 3.0621 0.2542 -8.1312 -0.047 0.010 -0.077 -0.80
H -1.8812 -2.1210 -1.4689 0.313 0.251 0.216 0.52
C -0.9626 0.3785 6.2680 -0.028 -0.078 0.442 -0.64
C 0.1175 -0.2216 -3.1006 -1.235 0.677 0.245 -0.92
H 0.6432 1.5453 -5.2956 -0.503 -0.006 -0.197 0.51
H -2.0769 -0.3314 2.5345 0.320 -0.447 -0.451 0.66
C 2.1013 1.3815 0.5742 1.272 -0.926 -0.521 -1.43
C -0.6423 -1.2248 -5.2591 -0.609 0.487 -0.623 -1.96
C -1.0749 -0.3566 -4.0903 0.893 0.037 0.084 0.74
O -0.5370 0.3732 -2.0408 0.067 1.086 -1.893 -0.29
H -0.7765 3.8078 -2.6520 0.138 -0.084 -0.099 0.27
H -0.7956 6.6816 1.2196 -0.063 -0.416 -0.116 0.31
C -1.4105 1.0831 -4.7093 0.026 -0.519 -0.297 0.10
H 0.0876 -2.0544 2.4775 -0.551 0.114 -0.661 0.62
H 0.5815 -1.2500 -2.9300 -0.701 1.071 0.126 0.22
H -0.3522 -3.4256 -8.6473 0.175 0.161 0.230 0.32
H -0.5919 1.9209 -6.5744 0.199 -0.059 0.301 0.50
C -1.6041 -1.8347 -0.4540 -0.456 -0.834 1.194 -0.13
H 0.1775 -3.1654 -0.0134 -0.373 0.549 0.113 0.34
C 0.1026 3.8085 2.7895 -0.779 0.476 -0.425 -0.15
H 0.3712 2.4899 -2.9142 -0.238 -0.111 -0.192 -0.03
H -3.3451 3.3481 -3.9968 0.038 -0.050 0.054 0.38
H -3.6120 1.6774 -3.4424 0.137 0.257 -0.003 0.40
C 1.3330 -0.3447 -6.6617 0.290 -0.947 0.297 -0.52
C -0.5442 -2.4095 0.3262 -1.291 0.508 -0.027 -0.85
H -2.3759 0.9292 -5.2149 0.156 0.084 -0.097 0.72
H -1.1746 0.1422 7.3124 0.183 -0.087 -0.277 0.31
C -0.3129 1.2423 -5.7598 0.068 -0.560 -0.211 -2.51
C -0.9419 3.3003 0.6126 -0.141 0.217 0.504 -0.08
H 1.9595 2.4369 0.8555 0.154 -0.767 -0.099 0.74
H -0.0284 3.5941 -4.2435 -0.010 -0.053 -0.021 0.33
H 0.9478 0.4419 -3.5053 -0.557 -0.764 0.181 -0.22
C -0.0868 5.1578 2.5558 0.239 -0.660 0.075 -0.66
C 0.2337 -0.0593 4.1949 -0.294 0.922 -0.153 -0.30
H 0.4629 -1.2027 5.9709 0.044 -0.218 0.170 0.41
H -1.5323 -1.7627 -5.6241 0.514 -0.133 -0.175 0.28
H 2.2627 -1.9927 1.0418 -0.131 0.705 -0.325 0.47
C -2.9471 2.5468 -3.3526 -0.363 -0.099 0.404 -1.67
C -0.6756 5.6038 1.3678 -0.130 0.241 -0.208 -0.76
C -0.5961 -1.8315 1.6458 -1.561 -0.097 -0.287 -0.48
C 2.1154 0.2300 1.4499 0.874 0.012 -0.882 -0.98
C -1.0411 -0.3747 -7.5973 1.492 0.185 0.453 0.67
C 0.0525 -2.5812 -8.0817 -0.374 0.798 0.049 -0.40
C -0.4384 2.8629 1.8897 0.568 -2.299 1.080 -0.03
H 1.9523 0.2627 2.5250 0.274 0.141 -0.638 1.13
H 0.1682 -1.9159 -4.9841 -0.439 0.192 -0.045 0.55
```
Forces are in eV/Å.


2.
Entry from OMol25: C35H41AlKN3O20S as an isolated structure at a distorted geometry (ωB97M-V/def2-TZVPD).

Summary:
Total charge: +2
HOMO energy: -12.34 eV
Energy relative to the best compared isomer or geometry (same formula, charge and spin): 0.0 kcal/mol
F_max: 0.052 Eh/bohr

Geometry as XYZ:
```
102
Properties=species:S:1:pos:R:3:forces:R:3:mulliken_charge:R:1
C -1.9502 9.4327 3.7215 0.081 -0.004 -0.059 0.73
C 0.7330 -5.6924 -0.4296 -0.080 -0.550 0.017 -1.02
C -3.7586 -0.1528 3.6547 -0.496 0.218 0.225 -1.23
O -2.6304 8.3577 3.3081 -0.022 -0.138 -0.066 -0.21
C 3.6982 -2.5843 -2.7046 -0.026 -0.346 0.029 -1.37
O 2.0611 -6.4610 4.3255 0.022 0.422 0.064 -0.30
H 5.5919 -0.0123 -4.7405 -0.041 0.009 -0.207 0.32
O 1.8818 0.2954 -0.0789 0.018 -0.022 0.061 -0.52
O 2.9770 -5.5364 -1.2505 -0.142 -0.396 0.231 -0.42
H 1.6739 -0.7659 -9.0098 0.009 -0.054 -0.157 0.47
C 3.5404 -4.3963 -6.1057 -0.901 1.069 0.487 0.07
O -8.7325 1.5845 3.7693 -0.261 0.350 0.576 -0.39
H 1.9276 1.2000 -8.5318 -2.072 -0.302 -0.166 0.38
O -2.3751 10.3018 4.4307 -0.032 -0.003 0.032 -0.53
H -6.6063 0.5008 5.3586 -0.030 -0.043 -0.071 0.40
C 4.2662 -5.8562 3.8703 0.275 -0.170 0.485 -0.34
H 1.4222 -0.1139 0.6601 -0.036 0.048 0.022 0.23
H 3.3546 -0.4553 -2.4786 0.031 -0.176 0.054 0.61
H -1.3494 6.2067 0.3506 -0.004 0.005 0.028 0.45
C 3.5239 -3.4565 -4.9150 0.286 0.127 0.285 0.06
O 3.4750 -4.7291 3.4419 -0.463 -0.194 -0.247 -0.26
H 0.9637 0.2204 -2.6055 -0.106 0.095 -0.036 0.26
H 0.3293 1.7508 -3.3312 -0.055 -0.273 0.113 0.39
H -4.4180 7.3890 3.3869 0.149 -0.030 -0.062 0.08
C 3.7735 1.2020 -4.9463 1.023 0.465 -0.087 0.59
N 2.8043 0.1881 -5.1236 0.441 0.280 1.886 1.01
H 3.9040 -2.7734 -1.6553 -0.096 0.287 -0.040 0.54
C -1.5399 5.2214 0.7541 0.055 -0.070 -0.009 -0.63
C 0.1226 10.4641 3.5700 0.243 0.171 0.006 -0.65
C -2.9441 3.7286 2.0047 0.050 -0.134 0.007 0.68
C 3.1562 -1.0739 -4.5253 0.108 -0.698 -0.705 -0.55
O -10.2880 3.0403 4.3574 0.195 -0.040 0.717 -0.55
O -9.0576 2.0107 5.9662 1.107 0.585 -0.087 -0.42
C 1.1785 1.0714 -3.2534 0.721 0.296 -0.291 -1.24
H 5.3480 0.7870 -6.3344 -0.055 -0.226 0.136 0.28
H 4.6345 -5.6527 4.8762 -0.011 -0.005 -0.012 0.30
C 1.9380 -6.1081 -1.1973 0.588 1.185 0.115 0.45
O 3.0458 -1.3605 -7.6372 -0.317 -0.504 -0.570 -0.48
O -0.7219 9.3664 3.2075 0.001 -0.072 -0.034 -0.30
H 0.9566 -8.7157 -0.7687 0.022 0.014 0.013 0.34
H 1.0294 -4.9610 0.3151 0.094 0.027 -0.052 0.23
H 0.2861 -6.5452 0.0844 -0.150 0.050 -0.068 0.41
H 5.1086 -6.0039 3.2007 -0.098 0.215 -0.145 0.33
N 2.8355 -3.6766 -7.1473 0.371 0.342 -0.834 -0.30
C 3.3996 -1.2974 -3.1625 -0.010 0.040 -0.316 0.00
O -1.5218 0.4056 2.0694 -0.082 -0.400 0.342 -0.92
O 1.6514 -4.1349 4.9877 -0.449 0.123 -0.190 -0.59
C -0.6220 4.1967 0.5506 -0.051 0.009 0.017 -0.65
C -9.4344 2.2744 4.7391 -0.905 -0.125 -1.138 0.74
C -2.2939 1.3356 2.3038 0.216 0.036 -0.174 0.71
O 1.1481 -4.8713 2.6795 -0.137 0.289 0.055 -0.49
H 5.8263 1.7434 -4.9378 -0.138 -0.091 0.062 0.38
Al -7.6081 3.0641 6.3900 -0.769 -0.157 0.671 0.33
C 3.7557 -3.6848 -3.5645 0.025 0.274 -0.494 -0.82
H -3.0843 -0.9577 3.4412 -1.887 1.521 -0.148 0.95
C 1.8701 -8.6341 -1.3501 -0.021 -0.105 -0.098 -0.84
C -2.0317 2.6884 1.7824 -0.047 -0.037 0.043 0.27
C 3.0300 -2.2784 -6.8817 0.020 0.635 1.844 -0.16
H -3.9960 8.2521 4.8752 0.009 0.135 -0.006 0.32
H 0.2856 4.3868 -0.0067 -0.015 0.005 -0.009 0.45
H -4.5489 9.1550 3.4345 0.052 0.063 0.107 0.33
H -3.4064 5.7883 1.6396 -0.038 -0.059 0.077 0.44
S 1.9526 -4.9401 3.8616 0.759 -0.494 0.194 1.10
H 1.0840 10.2940 3.0935 -0.079 -0.151 -0.069 0.21
H 2.7483 -8.6598 -0.7112 -0.003 0.030 -0.012 0.35
O 3.4714 2.3213 -4.6112 -0.594 -0.018 -0.160 -0.58
H -0.2918 11.4031 3.2085 -0.075 -0.008 0.103 0.30
H -5.0585 -1.3595 4.8625 -0.054 0.022 0.004 0.37
C -3.5102 1.1104 3.1291 0.173 -0.002 -0.116 0.46
H -6.1873 2.7488 4.4059 0.269 -0.067 -0.317 0.39
C -4.3966 2.1503 3.3925 0.014 -0.063 0.044 -0.64
K -1.6475 -2.0460 3.4762 2.303 -1.384 -0.045 0.99
H 1.8240 -3.7923 -7.1256 0.098 -0.688 -0.462 0.34
N 1.8590 -7.3273 -2.0958 -0.309 -0.147 0.208 -0.08
C -4.8687 -0.3750 4.4526 0.076 -0.038 0.000 -1.15
H 0.0022 -5.2523 -1.1130 -0.025 -0.080 -0.024 0.40
O 0.5707 0.5173 -5.4604 0.116 -0.226 -0.078 -0.52
C 3.2222 -2.1756 -5.3680 0.348 -0.526 -0.560 0.85
H -0.1567 2.1342 0.8929 -0.083 -0.060 -0.008 0.61
O 2.6617 1.6931 -8.1432 0.793 -0.577 -0.611 -0.27
H 2.0174 1.6400 -2.8459 -0.066 -0.220 0.003 0.35
C -5.7409 0.6718 4.7301 0.037 0.045 -0.009 -0.14
C -3.9770 8.2991 3.7878 -0.237 -0.097 0.014 -0.57
C -4.1701 3.5064 2.8145 -0.152 0.372 -0.045 0.32
H 3.6150 -7.8387 4.4956 -0.213 0.068 0.170 0.34
O 4.0469 -5.4630 -6.2348 -0.200 -0.378 0.278 -0.49
H 1.0125 -7.2668 -2.6687 0.152 -0.089 -0.191 0.40
H -9.1916 1.9570 2.9974 0.366 -0.393 -0.331 0.30
C 5.2325 0.8851 -5.2498 -0.364 -0.092 -0.097 -1.12
C 1.4641 0.5993 -4.6699 -0.903 0.347 -0.381 0.56
H 2.6964 -7.2447 -2.6813 -0.147 -0.089 -0.202 0.40
H 3.1402 -7.3941 2.8406 0.029 -0.019 0.024 0.16
C -5.5066 1.9284 4.1974 0.011 -0.225 -0.053 0.68
C -0.8685 2.9315 1.0578 0.077 0.071 -0.052 -0.61
C 3.2996 -7.0205 3.8551 0.188 -0.142 -0.422 -0.23
H 1.9153 -9.4354 -2.0828 0.007 -0.018 0.034 0.38
H 2.3619 1.0328 0.3145 0.043 -0.007 -0.056 0.29
O -4.9669 4.3954 3.0111 0.000 -0.080 0.057 -0.66
H 0.2621 10.5012 4.6488 -0.117 0.057 0.000 0.30
O 1.2206 -0.0985 -9.5638 1.343 1.069 0.932 -0.55
H 3.9681 -4.6866 -3.2138 0.204 0.185 0.069 0.99
C -2.6983 4.9872 1.4798 0.048 0.151 -0.061 -0.57
```
Forces are in eV/Å.


> Among the records above, which one has the lowest energy relative to the best compared isomer or geometry (same formula, charge and spin)?

C35H41AlKN3O20S


> Which value of total charge does entry 1 give?

-1


> Which of these has the lowest total charge?

C35H40NO5Pb


> Among the records above, which one has the highest energy relative to the best compared isomer or geometry (same formula, charge and spin)?

C35H40NO5Pb